121
Properties=species:S:1:pos:R:3:forces:R:3 method="wB97M-V/def2-TZVPD" multiplicity=6 e_homo_ev="-8.03 / -8.04" e_tot_ha=-4279.9941 fmax_ev_per_a=1.13 lumo_ha="-0.01126 / -0.01371"
Mn 0.744996 -0.489248 1.764933 0.214 0.062 0.176
C -2.894492 -1.691901 0.246401 0.028 0.014 -0.062
O -1.766437 -1.464390 1.075740 -0.025 0.059 0.277
Si -1.876609 -1.600099 2.756346 -0.109 0.114 -0.291
C -2.699004 -0.020012 3.339464 -0.052 0.093 -0.056
C -3.067104 -2.977250 3.193999 -0.082 -0.076 0.053
C -0.124430 -1.775991 3.244104 0.296 -0.062 0.332
Si 0.514763 -3.459769 2.776591 0.112 -0.056 -0.218
C 0.593441 -4.757843 4.126813 -0.170 0.033 0.151
C -0.431617 -4.228040 1.345148 -0.024 -0.078 -0.105
C 2.266453 -3.435253 2.051379 0.049 -0.040 -0.115
Si 0.149196 -1.157169 4.986866 -0.067 -0.043 -0.095
C -1.174578 -1.802191 6.157309 -0.024 -0.029 0.080
C 0.141724 0.723912 5.077500 0.026 0.122 -0.151
C 1.744818 -1.622113 5.872849 0.082 -0.082 0.021
H -3.331007 -2.675216 0.445654 0.004 0.002 -0.013
H -2.562182 -1.646057 -0.788677 -0.036 0.019 -0.023
H -3.662869 -0.927273 0.399920 -0.006 -0.006 -0.002
H -3.719213 0.014331 2.946333 0.001 0.003 -0.022
H -2.177458 0.865205 2.965561 0.029 0.023 0.028
H -2.767983 0.060144 4.424120 -0.018 0.006 0.018
H -4.099660 -2.638433 3.080607 -0.010 0.009 0.016
H -2.928941 -3.267302 4.237793 -0.018 -0.003 0.017
H -2.947089 -3.872562 2.587224 -0.020 0.009 0.033
H -0.407206 -5.022950 4.476927 -0.012 -0.013 0.004
H 1.171980 -4.446538 4.995848 0.027 0.000 0.017
H 1.056946 -5.661351 3.724202 -0.012 -0.026 -0.012
H -1.430959 -4.576430 1.598624 0.029 -0.013 -0.017
H 0.132600 -5.093919 0.989351 0.005 -0.016 0.010
H -0.529448 -3.523390 0.517366 0.015 -0.039 -0.025
H 3.059270 -3.347385 2.789180 0.056 0.007 0.058
H 2.434742 -2.673895 1.277308 0.021 0.027 0.048
H 2.416633 -4.398904 1.556139 -0.016 0.004 -0.015
H -2.194510 -1.667683 5.796976 -0.014 0.020 0.009
H -1.091768 -1.290826 7.120138 -0.017 -0.016 0.022
H -1.026111 -2.870432 6.338668 -0.013 -0.014 -0.010
H -0.862208 1.145613 5.066862 -0.030 0.032 -0.021
H 0.701208 1.169475 4.244883 -0.025 -0.015 0.076
H 0.629361 1.051984 5.998650 -0.005 -0.001 0.024
H 1.999650 -2.680782 5.829138 0.051 -0.021 -0.036
H 1.582258 -1.378579 6.927113 -0.033 -0.021 0.009
H 2.607235 -1.038530 5.557936 0.013 0.030 -0.043
N 7.973773 0.184385 3.852502 0.054 -0.022 0.006
C 7.263076 0.764972 2.851650 -0.118 0.023 -0.048
O 7.767211 1.425439 1.969764 0.055 0.001 0.012
C 5.774447 0.528151 2.881624 0.098 0.006 -0.103
C 4.951572 1.495205 2.330032 0.168 -0.075 -0.117
C 3.584095 1.297272 2.354332 -0.064 0.553 0.986
N 3.015960 0.173362 2.789670 0.087 -0.481 0.288
C 3.823889 -0.758356 3.313627 -0.180 0.163 -0.334
C 5.193702 -0.611818 3.418448 0.011 -0.006 -0.049
H 8.956974 0.393575 3.897920 -0.003 -0.006 0.009
H 7.522439 -0.174939 4.673643 -0.001 0.006 0.006
H 5.382927 2.371151 1.865831 -0.017 0.109 0.180
H 2.912345 2.133579 2.210098 0.005 -0.120 -0.666
H 3.340569 -1.655937 3.652019 -0.018 -0.074 0.090
H 5.784630 -1.402607 3.859997 -0.001 -0.020 -0.006
C -4.024965 -0.896929 -6.054499 -0.006 0.005 -0.028
C -2.896341 -1.858019 -5.700452 -0.003 -0.024 -0.006
C -1.791386 -1.138880 -4.910456 0.031 0.038 0.011
C -2.349915 -0.015155 -4.011711 -0.089 -0.052 -0.025
C -3.766700 -0.408161 -3.573635 0.043 0.027 -0.004
C -4.714997 -0.383539 -4.778713 -0.011 0.020 0.010
P -1.256672 0.280291 -2.546058 0.074 -0.033 -0.125
C -1.791289 1.942743 -1.899929 -0.038 0.066 -0.032
C -2.759055 1.794459 -0.715953 -0.002 -0.028 0.059
C -3.203188 3.171979 -0.235612 0.006 -0.017 0.010
C -4.066369 3.868695 -1.302299 -0.022 0.018 0.003
C -3.760948 3.348968 -2.712460 0.008 -0.004 -0.021
C -2.275692 3.039050 -2.883968 -0.009 -0.014 0.025
C 0.394513 0.739610 -3.277441 0.027 0.005 -0.005
C 1.277805 -0.480323 -3.573699 -0.014 0.005 0.057
C 2.749380 -0.059539 -3.711311 0.020 0.008 0.008
C 2.890312 1.325393 -4.364355 0.007 0.005 0.006
C 1.709997 1.597212 -5.287400 0.006 -0.005 -0.032
C 0.415520 1.717284 -4.471334 -0.034 -0.031 0.024
H -4.752020 -1.380061 -6.709568 0.003 0.014 -0.008
H -3.610507 -0.057699 -6.621013 0.011 0.000 0.006
H -2.472885 -2.309107 -6.599845 -0.003 -0.004 0.005
H -3.304204 -2.681621 -5.107224 0.001 -0.003 -0.002
H -1.064971 -0.712493 -5.606662 0.021 0.000 0.003
H -1.249756 -1.868981 -4.301139 0.007 -0.002 0.006
H -2.430765 0.898801 -4.608651 -0.014 0.002 0.003
H -4.147824 0.248989 -2.791519 0.005 0.017 0.011
H -3.729647 -1.410847 -3.136985 0.002 -0.007 0.023
H -5.064642 0.640256 -4.937561 -0.020 -0.008 -0.003
H -5.600894 -0.985068 -4.560896 0.009 -0.008 0.011
H -0.857142 2.291936 -1.455654 0.035 0.035 -0.029
H -2.260128 1.234327 0.079983 -0.006 -0.005 -0.004
H -3.641451 1.208360 -0.989371 -0.003 -0.023 -0.001
H -2.308848 3.770794 -0.031572 0.012 -0.004 0.002
H -3.749137 3.099930 0.707556 0.006 0.004 -0.001
H -3.894902 4.947160 -1.265815 -0.006 0.002 0.005
H -5.125687 3.717195 -1.081246 0.003 0.001 -0.006
H -4.079035 4.082632 -3.456232 0.000 -0.011 -0.007
H -4.342143 2.444341 -2.912028 -0.002 -0.005 0.007
H -1.705961 3.957429 -2.704976 0.002 -0.001 0.005
H -2.075059 2.766207 -3.918581 0.018 0.000 -0.015
H 0.865858 1.239776 -2.421588 -0.017 0.007 -0.018
H 0.947697 -0.960600 -4.496084 -0.018 -0.019 -0.018
H 1.171287 -1.226437 -2.781917 -0.011 0.004 -0.005
H 3.284254 -0.806474 -4.303742 -0.006 0.003 -0.004
H 3.223378 -0.049088 -2.725997 -0.011 -0.011 -0.039
H 3.837268 1.396714 -4.901713 0.008 0.008 -0.003
H 2.910152 2.103910 -3.595092 -0.002 -0.002 -0.030
H 1.623634 0.778073 -6.008702 0.000 0.009 -0.010
H 1.865985 2.507578 -5.869186 0.006 0.000 0.002
H -0.437455 1.549422 -5.133424 -0.022 -0.004 0.008
H 0.321941 2.739057 -4.095613 -0.012 0.012 -0.001
N 3.115002 5.615622 -1.890288 -0.029 -0.060 0.019
C 2.733976 4.658645 -1.378626 -0.002 -0.036 0.044
C 2.256721 3.459492 -0.737572 0.034 -0.020 -0.018
C 2.960325 2.261061 -0.874155 0.172 0.277 0.146
C 2.498576 1.128558 -0.231830 -0.387 -0.474 -0.890
C 1.285154 1.084330 0.464361 -0.368 0.286 0.316
C 0.603116 2.311444 0.578773 0.195 -0.254 -0.088
C 1.080214 3.483516 0.007468 -0.014 0.107 -0.007
H 3.878432 2.244767 -1.449443 -0.030 -0.024 -0.004
H 3.040407 0.200715 -0.409094 0.150 0.116 0.237
H -0.342783 2.360674 1.110840 0.008 0.028 0.041
H 0.542460 4.417233 0.122467 -0.015 -0.012 -0.024